<1>
The following is a DFT calculation (ωB97M-V with the def2-TZVPD basis set) of 2 unconnected molecules or ions with the total composition C11H14N3O.

Summary:
* HOMO-LUMO gap: 8.8 eV
* E_LUMO: -4.820 eV
* charge: +1
* HOMO energy: -13.61 eV

Last column: natural (NBO) charge in e.
Positions of all 29 atoms, in Å:
C  3.501  1.616  0.091  -0.16
C  2.521  2.487  0.540  -0.18
C  3.148  0.386  -0.444  -0.18
C  1.185  2.139  0.450  -0.24
C  1.817  0.021  -0.538  -0.23
C  0.838  0.905  -0.096  0.14
C  -3.310  0.670  -0.542  0.17
C  -2.733  1.003  0.806  0.61
C  -1.041  -0.013  -1.255  0.22
C  -2.476  -0.322  -1.349  -0.56
C  -0.455  -2.148  1.589  -0.85
N  -4.374  1.225  -0.867  -0.47
N  -1.336  0.922  0.832  -0.44
N  -0.543  0.561  -0.208  -0.08
O  -3.327  1.338  1.781  -0.45
H  4.541  1.895  0.162  0.24
H  2.789  3.446  0.954  0.24
H  3.911  -0.296  -0.785  0.24
H  0.421  2.834  0.762  0.24
H  1.549  -0.952  -0.921  0.23
H  -0.378  -0.214  -2.083  0.25
H  -2.675  -1.316  -0.926  0.29
H  -0.220  -3.017  2.190  0.25
H  -2.797  -0.352  -2.393  0.28
H  -1.521  -1.957  1.641  0.21
H  0.096  -1.304  1.989  0.20
H  -0.157  -2.340  0.565  0.20
H  -4.782  1.031  -1.776  0.37
H  -0.872  1.202  1.692  0.45

<2>
The following is a DFT calculation (ωB97M-V with the def2-TZVPD basis set) of a gas-phase ion, C11H14N3O (charge +1).

Summary:
* HOMO-LUMO gap: 10.7 eV
* E_LUMO: -2.800 eV
* charge: +1
* HOMO energy: -13.48 eV
* SMILES string: [H]/N=C(\N=C=O)[C@H](C)[N@@H+](C)c1ccccc1

Last column: natural (NBO) charge in e.
Positions of all 29 atoms, in Å:
C  -1.666  3.120  -1.612  -0.17
C  -0.426  3.263  -1.010  -0.17
C  -2.219  1.861  -1.772  -0.17
C  0.252  2.144  -0.557  -0.26
C  -1.543  0.734  -1.331  -0.26
C  -0.310  0.886  -0.718  0.19
C  1.072  -1.561  1.763  0.41
C  3.349  -0.788  2.208  0.93
C  -0.070  -0.837  1.065  -0.09
C  -1.284  -1.734  0.921  -0.64
C  0.705  -1.274  -1.273  -0.42
N  0.880  -2.669  2.292  -0.58
N  2.249  -0.814  1.710  -0.69
N  0.459  -0.268  -0.224  -0.39
O  4.421  -0.610  2.565  -0.40
H  -2.196  3.992  -1.961  0.24
H  0.016  4.239  -0.894  0.24
H  -3.181  1.749  -2.246  0.24
H  1.219  2.255  -0.085  0.22
H  -1.987  -0.236  -1.481  0.23
H  -0.332  0.029  1.688  0.25
H  -1.087  -2.576  0.267  0.23
H  -2.151  -1.179  0.575  0.23
H  -1.510  -2.140  1.902  0.27
H  1.307  -2.089  -0.876  0.24
H  -0.231  -1.673  -1.654  0.24
H  1.239  -0.802  -2.097  0.24
H  1.639  -3.124  2.783  0.38
H  1.384  0.101  0.053  0.46

Most stable: <2>. Least stable: <1>.

<1>
The following is a DFT calculation (ωB97M-V with the def2-TZVPD basis set) of C14H18N2O4 in the gas phase.

Summary:
* HOMO-LUMO gap: 9.4 eV
* E_LUMO: 0.639 eV
* HOMO energy: -8.80 eV
* SMILES string: COCCCNC(=O)C[C@@H]1Oc2ccccc2NC1=O

Last column: natural (NBO) charge in e.
Positions of all 38 atoms, in Å:
C  0.260  -0.080  -3.571  -0.25
O  0.993  -0.992  -2.797  -0.56
C  0.195  -2.046  -2.297  -0.07
C  1.072  -3.054  -1.557  -0.43
H  0.422  -3.782  -1.072  0.22
H  1.711  -3.574  -2.271  0.21
C  1.970  -2.388  -0.507  -0.22
N  1.232  -1.533  0.393  -0.62
C  0.626  -2.005  1.502  0.68
O  0.776  -3.129  1.927  -0.62
C  -0.237  -0.965  2.220  -0.53
H  -0.636  -1.427  3.124  0.26
H  0.383  -0.108  2.498  0.23
C  -1.413  -0.479  1.350  0.01
C  -2.370  0.298  2.256  0.66
O  -3.264  -0.224  2.879  -0.58
N  -2.083  1.621  2.353  -0.62
C  -1.121  2.259  1.572  0.15
C  -0.728  3.566  1.812  -0.25
C  0.203  4.171  0.985  -0.21
C  0.741  3.474  -0.083  -0.21
C  0.362  2.165  -0.327  -0.24
C  -0.569  1.553  0.499  0.24
O  -0.970  0.270  0.229  -0.50
H  0.773  1.611  -1.156  0.23
H  1.464  3.947  -0.730  0.22
H  0.503  5.190  1.175  0.22
H  -1.161  4.105  2.642  0.22
H  -2.624  2.174  3.005  0.42
H  -1.949  -1.340  0.938  0.23
H  0.926  -0.653  0.009  0.41
H  2.455  -3.159  0.094  0.23
H  2.724  -1.778  -1.007  0.21
H  -0.574  -1.636  -1.625  0.17
H  -0.323  -2.551  -3.128  0.17
H  -0.171  -0.565  -4.456  0.17
H  0.955  0.695  -3.888  0.19
H  -0.556  0.370  -2.990  0.17

<2>
The following is a DFT calculation (ωB97M-V with the def2-TZVPD basis set) of C14H18N2O4 in the gas phase.

Summary:
* HOMO-LUMO gap: 9.6 eV
* E_LUMO: -0.040 eV
* HOMO energy: -9.64 eV
* SMILES string: O=C(CCCCCNC(=O)c1ccccc1)C[N+](=O)[O-]

Last column: natural (NBO) charge in e.
Positions of all 38 atoms, in Å:
O  -0.398  -0.817  1.661  -0.53
C  -0.401  -1.402  0.612  0.63
C  -1.587  -2.068  -0.008  -0.55
H  -2.286  -2.362  0.776  0.23
H  -1.260  -2.961  -0.543  0.26
C  -2.292  -1.101  -0.993  -0.39
H  -2.494  -1.637  -1.921  0.22
C  -3.621  -0.571  -0.456  -0.39
C  -3.522  0.319  0.785  -0.42
H  -2.951  -0.184  1.568  0.21
H  -4.534  0.474  1.164  0.21
C  -2.901  1.696  0.525  -0.23
N  -1.459  1.690  0.609  -0.61
C  -0.660  1.988  -0.438  0.64
O  -1.096  2.283  -1.538  -0.64
C  0.807  1.889  -0.173  -0.09
C  1.640  1.686  -1.271  -0.19
C  3.006  1.557  -1.106  -0.22
C  3.558  1.640  0.162  -0.20
C  2.740  1.870  1.257  -0.22
C  1.371  1.997  1.095  -0.20
H  0.757  2.201  1.959  0.21
H  3.172  1.954  2.243  0.22
H  4.624  1.537  0.297  0.22
H  3.641  1.394  -1.964  0.22
H  1.189  1.636  -2.252  0.24
H  -1.056  1.334  1.461  0.41
H  -3.285  2.409  1.264  0.20
H  -3.157  2.057  -0.474  0.23
H  -4.103  -0.002  -1.253  0.21
H  -4.266  -1.422  -0.223  0.20
H  -1.644  -0.261  -1.241  0.21
C  0.884  -1.479  -0.235  -0.41
N  1.423  -2.851  -0.178  0.54
O  2.382  -3.036  0.523  -0.35
O  0.846  -3.694  -0.824  -0.39
H  0.638  -1.244  -1.272  0.25
H  1.634  -0.798  0.171  0.26

Most stable: <1>. Least stable: <2>.